{"formula": "C24H30B3F30O12Sn", "method": "ωB97M-V/def2-TZVPD", "species": ["Sn", "B", "F", "F", "F", "F", "B", "F", "F", "F", "F", "B", "F", "F", "F", "F", "C", "C", "O", "C", "O", "C", "F", "F", "F", "H", "H", "H", "H", "H", "C", "C", "O", "C", "O", "C", "F", "F", "F", "H", "H", "H", "H", "H", "C", "C", "O", "C", "O", "C", "F", "F", "F", "H", "H", "H", "H", "H", "C", "C", "O", "C", "O", "C", "F", "F", "F", "H", "H", "H", "H", "H", "C", "C", "O", "C", "O", "C", "F", "F", "F", "H", "H", "H", "H", "H", "C", "C", "O", "C", "O", "C", "F", "F", "F", "H", "H", "H", "H", "H"], "coordinates": [[3.522, 1.106, -0.616], [4.017, 1.156, 2.749], [4.252, 0.977, 4.075], [3.474, 2.368, 2.388], [5.163, 0.990, 2.065], [3.242, 0.134, 2.233], [0.387, 0.457, 0.237], [0.982, -0.774, 0.436], [0.964, 1.276, 1.102], [0.623, 0.926, -1.021], [-0.969, 0.409, 0.509], [4.973, -2.199, -0.017], [5.501, -0.980, 0.289], [5.593, -2.681, -1.190], [5.127, -3.006, 1.021], [3.627, -1.980, -0.231], [-0.613, 3.845, 2.082], [-0.480, 4.244, 0.624], [0.398, 5.361, 0.675], [1.579, 5.206, 0.148], [1.949, 4.118, -0.200], [2.427, 6.475, 0.013], [2.629, 6.735, -1.287], [1.900, 7.569, 0.475], [3.634, 6.285, 0.486], [-1.296, 2.997, 2.124], [-1.003, 4.699, 2.635], [0.300, 3.617, 2.632], [-1.456, 4.621, 0.319], [-0.165, 3.402, 0.007], [0.768, -3.941, 1.298], [2.035, -3.795, 2.217], [1.811, -4.480, 3.514], [2.866, -4.715, 4.364], [3.860, -3.942, 4.349], [2.712, -5.863, 5.415], [2.812, -5.217, 6.592], [1.467, -6.335, 5.259], [3.655, -6.787, 5.240], [-0.038, -3.568, 1.929], [0.628, -4.986, 1.019], [0.744, -3.315, 0.406], [2.428, -2.786, 2.346], [2.924, -4.119, 1.676], [-0.169, -3.678, -2.190], [0.190, -2.240, -2.430], [0.699, -2.044, -3.695], [1.564, -0.970, -3.995], [2.077, -0.297, -3.082], [2.000, -0.912, -5.523], [3.311, -0.625, -5.593], [1.789, -2.117, -6.078], [1.248, 0.126, -6.072], [-0.838, -3.972, -2.998], [-0.678, -3.886, -1.249], [0.678, -4.319, -2.436], [0.836, -1.887, -1.626], [-0.637, -1.533, -2.378], [-3.639, -0.700, 2.614], [-2.329, -1.458, 2.585], [-2.445, -2.656, 3.390], [-1.856, -2.658, 4.614], [-1.649, -1.618, 5.264], [-1.496, -4.033, 5.162], [-1.175, -4.977, 4.230], [-0.378, -3.952, 5.888], [-2.546, -4.406, 5.887], [-3.579, 0.295, 2.171], [-3.975, -0.414, 3.611], [-4.464, -1.251, 2.163], [-1.520, -0.853, 2.994], [-1.939, -1.772, 1.617], [-3.263, 0.790, -2.035], [-4.227, 0.502, -0.924], [-5.592, 0.395, -1.373], [-6.737, 0.650, -0.669], [-6.783, 1.172, 0.464], [-8.073, 0.284, -1.347], [-8.493, -0.933, -0.903], [-9.033, 1.151, -0.974], [-8.003, 0.203, -2.656], [-3.586, 0.034, -2.751], [-2.204, 0.748, -1.780], [-3.576, 1.798, -2.306], [-4.216, 1.227, -0.110], [-3.911, -0.412, -0.422], [-0.870, 4.217, -2.695], [-0.557, 2.822, -3.383], [0.386, 2.949, -4.461], [1.722, 2.963, -4.274], [2.331, 2.630, -3.229], [2.564, 3.434, -5.565], [3.355, 4.494, -5.361], [3.341, 2.379, -5.869], [1.776, 3.649, -6.619], [-0.011, 4.505, -2.089], [-1.573, 4.204, -1.862], [-1.147, 5.018, -3.380], [-1.428, 2.428, -3.906], [-0.222, 2.000, -2.749]], "forces_ev_per_angstrom": [[-0.8034, -1.6985, 2.2931], [-0.0697, -1.0017, 0.7704], [-0.3303, 0.4108, 1.1467], [-0.8572, 1.5257, -0.4030], [3.1326, 0.6617, -2.0123], [-1.9693, -1.0097, -1.0132], [-1.0566, -1.7767, 1.3229], [0.2219, -1.1575, -0.7373], [1.7832, 2.7975, 1.8264], [0.6884, 0.6466, -2.4349], [-1.2776, -0.1865, -0.3750], [0.6155, -0.4496, -1.2300], [0.7995, 2.9196, -0.2317], [-0.1760, -0.0860, -0.1673], [0.3615, -2.0084, 1.7403], [-2.1821, 0.7044, -1.0051], [-0.5014, -0.1801, 0.3621], [-0.6765, -0.8086, 1.8891], [-0.0298, 2.0361, -0.9176], [-0.4743, -1.6270, 0.3429], [1.4949, 0.1068, -0.7634], [0.5592, -0.1862, -1.4975], [-0.3685, -0.4213, -1.2038], [-0.7887, 0.8134, 1.4104], [0.7207, -0.2597, 1.2261], [0.0197, -0.0100, 0.3514], [-0.4706, -0.0286, -0.0639], [0.2794, -0.4174, -0.6737], [0.1740, 0.1323, -0.3015], [0.3227, 0.4226, -0.0343], [0.7106, 0.3587, 1.8870], [0.6978, 0.5639, -1.1747], [0.7855, -1.4192, 0.2420], [2.7038, 4.6661, -2.3479], [-3.1137, -3.5301, 0.4822], [-0.7914, 2.7931, -1.8065], [0.1384, -1.3445, 0.1433], [0.6257, -0.9519, 0.7898], [-0.7015, 0.0494, 0.6846], [-0.5023, -0.3736, -0.1669], [-0.1639, 0.0381, 0.1296], [0.7365, 0.0396, 0.2405], [-1.0480, 0.4743, 0.6115], [0.0572, -1.2386, 0.3762], [-0.5047, -0.4116, -1.8808], [-0.5496, 1.3163, 2.8892], [2.7436, 2.0439, -4.0387], [0.5115, -1.3728, 4.4447], [-1.3453, -1.3476, -3.3503], [-0.6019, 0.3129, 1.7457], [-1.2937, 0.0017, -0.3032], [-0.0970, 1.5409, -0.3074], [1.2531, -1.8547, 0.0292], [-0.5592, -0.0210, 0.0348], [0.4767, 0.1521, -0.0058], [0.3266, 0.0121, 0.8691], [0.5704, -0.0019, -0.2595], [-0.6337, -0.3339, 0.3187], [-0.4233, 0.4574, -0.0234], [0.3567, 0.7653, 0.7124], [1.0185, -1.2425, 1.0889], [-0.0968, 4.5102, -0.3104], [-0.3596, -3.3764, -1.5813], [1.4189, -0.5514, -0.9548], [-1.2631, 0.7696, 0.4406], [-0.6731, 0.2616, 0.6262], [0.1034, -0.7447, 0.3348], [0.3226, -0.1992, -0.6248], [0.3428, -0.5714, 0.3867], [0.0742, -0.0313, -0.1699], [-0.1273, 0.0831, 0.1746], [-0.6067, -0.1185, -0.1134], [-1.8507, 0.4067, -0.2224], [0.5079, -0.0702, 3.1321], [-2.3396, -0.4981, -0.8913], [2.5113, 2.0634, 3.6357], [0.2163, -1.8101, -3.5750], [-0.6695, -0.8440, 0.7564], [0.5000, 0.4483, -0.0382], [0.7247, -0.1639, -0.5048], [0.0391, 0.3636, -0.5925], [0.6795, 0.3225, -0.7643], [-0.3038, -0.1985, 0.3173], [0.5525, 0.0509, -0.9341], [0.0882, 0.3263, -0.1607], [-0.5348, -0.4038, -0.0961], [1.0694, -1.1115, 0.3789], [-0.9080, 0.3895, 0.5182], [2.2469, 0.9220, -0.8577], [0.7454, -0.4067, 3.1229], [-1.8639, 1.2030, -3.3155], [-0.6134, -1.3151, 0.4191], [-0.6853, -0.4509, 0.1772], [0.1433, 0.3255, 0.0669], [0.0920, 0.3703, 0.3024], [0.5871, 0.2279, -0.6138], [-0.7032, -0.7061, -0.5678], [0.1095, -0.2999, -0.1623], [-0.1283, 0.2717, 0.0443], [0.1274, 0.5493, 0.5466]], "orbital_gap_ev": 7.749, "charge": -1, "e_lumo_ev": -0.420}


{"formula": "C2H6NOS", "method": "ωB97M-V/def2-TZVPD", "species": ["C", "S", "H", "H", "H", "C", "N", "O", "H", "H", "H"], "coordinates": [[0.255, -2.444, 1.560], [0.104, -1.144, 0.429], [-0.611, -2.651, 2.139], [1.123, -2.149, 2.253], [0.349, -3.366, 1.062], [-0.626, 2.520, -1.464], [0.188, 1.364, -1.030], [-0.244, 3.714, -1.475], [-1.550, 2.205, -1.848], [0.519, 1.374, -0.049], [0.492, 0.575, -1.575]], "forces_ev_per_angstrom": [[1.6737, 0.4036, 1.8890], [-0.6091, 1.6147, -1.4473], [-1.0382, 0.3790, 1.0202], [-1.0769, -1.2431, -0.6499], [1.0766, -1.4314, -0.6130], [4.8103, 0.2634, 0.3325], [-1.0404, 3.7351, 0.7373], [-1.3928, -3.2416, 0.7570], [-1.6020, -0.1722, -0.8182], [-0.0009, -0.1047, -1.1882], [-0.8002, -0.2028, -0.0195]], "orbital_gap_ev": 6.293, "charge": -1, "e_lumo_ev": 3.943}


{"formula": "C4H3Li2O2Pd", "method": "ωB97M-V/def2-TZVPD", "species": ["O", "C", "C", "Pd", "Li", "H", "C", "C", "O", "H", "H", "Li"], "coordinates": [[-2.644, 1.860, -0.251], [-1.950, 0.713, -0.149], [-0.584, 0.784, -0.133], [-1.041, 2.529, -0.090], [0.307, 0.291, -1.932], [-2.479, -0.108, 0.369], [1.601, -0.405, 0.192], [0.233, -0.401, 0.169], [2.381, -1.413, 0.456], [2.104, 0.556, -0.052], [-0.270, -1.358, 0.381], [2.343, -3.050, 1.039]], "forces_ev_per_angstrom": [[-6.4630, -5.2539, -1.7107], [-3.8669, -2.4865, 2.1837], [2.1923, -5.1015, -0.3205], [9.0347, 11.6944, 1.1369], [0.0781, 0.1680, -0.1879], [-0.2060, -0.0099, -0.5805], [1.6660, -0.4489, 0.1899], [-1.2897, 0.2077, -0.5734], [-1.2838, 0.9142, -0.2608], [-0.0635, -0.2985, 0.1847], [0.0154, 0.4118, -0.0520], [0.1864, 0.2033, -0.0094]], "multiplicity": 3, "orbital_gap_ev": [6.797, 7.395], "s_squared": 2.019, "charge": 1, "e_lumo_ev": [-3.772, -4.776]}


{"formula": "C31H69N7O11", "method": "ωB97M-V/def2-TZVPD", "species": ["C", "N", "O", "O", "H", "H", "H", "C", "N", "O", "O", "H", "H", "H", "C", "N", "O", "O", "H", "H", "H", "C", "N", "O", "O", "H", "H", "H", "C", "C", "C", "C", "C", "C", "N", "O", "C", "C", "C", "H", "H", "H", "H", "H", "H", "H", "H", "H", "H", "H", "H", "H", "H", "H", "H", "H", "H", "H", "C", "C", "C", "C", "C", "C", "N", "O", "C", "C", "C", "H", "H", "H", "H", "H", "H", "H", "H", "H", "H", "H", "H", "H", "H", "H", "H", "H", "H", "H", "C", "C", "C", "C", "C", "C", "N", "O", "C", "C", "C", "H", "H", "H", "H", "H", "H", "H", "H", "H", "H", "H", "H", "H", "H", "H", "H", "H", "H", "H"], "coordinates": [[1.454, -6.706, -0.695], [1.180, -5.248, -0.595], [2.083, -4.491, -0.631], [0.017, -4.972, -0.359], [2.328, -6.936, -1.284], [0.539, -7.111, -1.110], [1.519, -7.102, 0.325], [1.136, 2.713, 2.950], [1.922, 1.687, 3.730], [2.966, 1.362, 3.241], [1.535, 1.334, 4.843], [0.336, 2.251, 2.389], [1.843, 3.256, 2.343], [0.677, 3.388, 3.681], [0.336, 1.009, -5.650], [0.920, 0.845, -4.288], [1.554, 1.830, -3.886], [0.639, -0.092, -3.575], [-0.483, 0.294, -5.707], [1.018, 0.780, -6.447], [0.007, 2.032, -5.673], [0.883, -1.360, -0.694], [0.808, -0.033, 0.017], [0.889, -0.071, 1.194], [0.579, 0.989, -0.659], [1.733, -1.493, -1.354], [0.097, -1.397, -1.416], [0.845, -2.126, 0.080], [-5.676, -5.598, 1.271], [-4.799, -4.601, 0.518], [-5.595, -3.796, -0.575], [-4.710, -2.642, -1.090], [-4.421, -1.638, 0.045], [-3.626, -2.327, 1.206], [-4.285, -3.599, 1.562], [-3.422, -4.321, 2.461], [-2.251, -2.655, 0.664], [-3.524, -1.545, 2.508], [-3.636, -5.299, -0.020], [-6.091, -6.333, 0.570], [-6.495, -5.226, 1.873], [-5.048, -6.205, 1.935], [-5.967, -4.469, -1.359], [-6.386, -3.322, -0.013], [-5.278, -2.114, -1.856], [-3.828, -3.015, -1.615], [-5.340, -1.185, 0.414], [-3.682, -0.882, -0.271], [-2.279, -2.944, -0.385], [-1.571, -1.794, 0.734], [-1.847, -3.440, 1.302], [-4.539, -1.290, 2.785], [-3.063, -2.227, 3.220], [-2.872, -0.707, 2.280], [-3.040, -5.820, 0.723], [-2.978, -4.623, -0.560], [-3.911, -6.093, -0.719], [-3.943, -4.421, 3.254], [-2.322, 1.992, 0.779], [-2.715, 3.130, -0.165], [-4.243, 3.095, -0.512], [-5.054, 3.480, 0.676], [-4.687, 4.871, 1.088], [-3.233, 5.031, 1.530], [-2.308, 4.476, 0.393], [-0.951, 4.359, 0.864], [-2.940, 6.504, 1.696], [-2.919, 4.305, 2.832], [-1.953, 2.926, -1.514], [-2.934, 1.947, 1.675], [-1.277, 2.073, 1.034], [-2.403, 1.093, 0.160], [-4.335, 3.900, -1.260], [-4.322, 2.104, -0.912], [-4.964, 2.770, 1.505], [-6.123, 3.532, 0.425], [-5.329, 5.224, 1.904], [-4.891, 5.609, 0.290], [-3.498, 6.859, 2.558], [-1.875, 6.665, 1.872], [-3.268, 6.998, 0.787], [-3.063, 4.936, 3.714], [-3.516, 3.402, 2.928], [-1.863, 4.017, 2.817], [-2.132, 3.774, -2.169], [-2.363, 1.985, -1.907], [-0.892, 2.732, -1.333], [-0.501, 4.896, 0.205], [8.744, -0.500, -1.362], [7.402, 0.225, -1.431], [6.510, -0.308, -2.603], [5.067, 0.188, -2.469], [4.394, -0.213, -1.153], [5.259, 0.279, 0.065], [6.704, -0.065, -0.141], [7.442, 0.587, 0.857], [5.119, 1.788, 0.247], [4.793, -0.434, 1.348], [7.730, 1.717, -1.617], [9.363, -0.159, -0.544], [9.314, -0.372, -2.281], [8.551, -1.576, -1.222], [6.906, -0.024, -3.584], [6.561, -1.417, -2.534], [4.461, -0.119, -3.327], [5.104, 1.288, -2.556], [4.384, -1.310, -1.015], [3.422, 0.270, -1.004], [5.403, 2.385, -0.607], [4.135, 2.095, 0.603], [5.780, 2.048, 1.073], [5.161, -1.471, 1.338], [5.214, 0.016, 2.254], [3.709, -0.324, 1.537], [8.175, 2.141, -0.719], [6.871, 2.311, -1.912], [8.465, 1.813, -2.422], [7.473, -0.042, 1.585]], "forces_ev_per_angstrom": [[-0.7433, -0.5517, 0.1933], [-1.5288, -1.8783, 0.8641], [1.8730, 1.7209, -0.3757], [-0.1204, 0.3883, -0.2283], [0.1902, 0.2504, -0.0273], [0.0931, -0.2318, -0.2472], [0.2379, 0.3202, -0.2063], [-0.4033, 0.3240, 1.1123], [-0.7617, 0.7963, 1.0228], [0.8834, -0.6129, -0.4561], [-0.1260, 0.2443, -1.1140], [0.1886, -0.3264, -0.2005], [0.0439, -0.1408, -0.3011], [0.1563, -0.2248, -0.0787], [-0.8226, -0.9511, 0.4284], [0.6246, 2.1266, 1.2876], [-0.2724, -1.2512, -0.6883], [0.0493, -0.4706, -0.8230], [-0.1024, 0.1847, -0.0210], [0.6930, 0.0538, 0.0206], [-0.1263, 0.2614, -0.2402], [0.1635, -0.1768, 0.0698], [-0.5865, 0.6518, -3.5329], [0.2839, 0.2735, 2.3627], [0.5617, -1.4637, 1.0221], [0.6600, 0.5580, 0.5102], [-1.0054, 0.0157, 0.0277], [-0.0708, 0.1213, -0.3167], [0.2075, -1.0112, -0.1905], [-0.6197, 1.7013, 1.1921], [1.6530, 0.0245, 1.2918], [-1.0134, 0.1969, -0.2195], [1.4041, -0.8451, 0.6379], [-0.2543, -1.1415, -0.9897], [-1.8252, -0.6069, 0.2358], [-0.0318, 0.0977, -0.5197], [0.9949, 0.6824, 0.2580], [0.0624, -0.3916, -1.2376], [1.4592, -1.4875, -1.6981], [-0.0362, 0.2125, -0.0806], [-0.1225, 0.6056, -0.0675], [-0.0259, 0.2154, -0.0289], [0.0690, 0.2222, 0.2510], [-0.7900, -0.0277, -0.1250], [-0.0456, 0.1077, -0.1322], [0.0699, 0.0993, 0.2768], [-0.0521, 0.1074, -0.0748], [-0.7423, 0.1280, -0.1873], [0.2175, -0.0642, 0.2344], [-0.1769, -0.0371, 0.0534], [0.3358, -0.0345, -0.4053], [-0.0383, 0.4089, 0.4336], [0.0198, 0.4384, 0.2142], [-0.1309, 0.4496, 0.5275], [-0.0086, 0.2559, 0.3025], [0.0000, -0.2965, -0.0036], [-0.2711, 0.0143, -0.2141], [-0.3023, 0.0512, 0.2814], [-0.2245, -0.1677, -0.8895], [0.6681, 0.6708, -0.0038], [2.4740, 1.2770, 0.2975], [-1.4793, -0.2268, 0.0322], [0.3185, 0.9741, 0.3980], [1.3505, -0.8089, -0.6296], [-1.7386, 0.1018, 0.1145], [-0.5839, 0.3577, -0.1759], [0.2733, -0.2977, -0.2585], [0.2037, -0.2639, 0.1745], [-0.3923, -0.5304, 1.2885], [-0.0046, -0.2753, -0.0801], [0.2305, 0.0741, 0.1799], [-0.1945, -0.3022, 0.4679], [-0.3755, -0.6023, -0.2099], [-0.8856, -0.4375, -0.3405], [0.0446, 0.0583, -0.0949], [0.0981, -0.3785, -0.0168], [0.1547, -0.1781, 0.1563], [0.1526, -0.4911, -0.0661], [-0.0834, 0.2756, 0.0170], [-0.0830, 0.1012, -0.0403], [0.1501, 0.4304, -0.0066], [-0.1941, -0.0378, -0.1306], [-0.0018, 0.0159, 0.2607], [-0.1974, 0.0062, 0.1567], [0.0701, -0.0644, -0.1709], [0.1232, 0.3113, -0.4145], [-0.0926, 0.3248, -0.1314], [0.2109, 0.0072, 0.0906], [-0.3979, -1.0200, -0.2908], [-0.2978, 0.6039, -0.0630], [0.1056, -0.6620, 1.0914], [-0.1478, 0.4754, -0.2265], [1.7565, 0.0411, 1.0569], [-0.2057, 0.5250, -0.6412], [-0.7326, -0.8695, -0.8554], [0.5516, 0.1572, 0.7849], [-0.0994, 0.2405, 0.9793], [0.1749, 0.1848, 0.3230], [0.0655, -0.0090, -0.4496], [-0.0086, 0.2062, 0.2323], [-0.0636, 0.0423, -0.1448], [0.1703, 0.2684, -0.0240], [0.1831, 0.0733, 0.2827], [-0.1929, 0.4923, -0.1499], [0.0759, -0.1929, 0.0583], [-0.2009, -0.3044, 0.1671], [-0.4874, 0.3280, -0.4652], [0.0074, -0.4056, -0.2965], [-0.1211, -0.0172, -0.2150], [-0.2761, -0.2323, -0.2732], [0.1089, 0.2543, -0.1204], [-0.5492, 0.0925, -0.1326], [0.1991, 0.1491, -0.2293], [0.4287, -0.4074, -0.4974], [-0.0904, -0.0183, 0.0441], [-0.0621, 0.0869, 0.0396], [-0.0255, -0.0157, 0.0292], [0.1005, -0.0772, -0.0688]], "orbital_gap_ev": 8.102, "e_lumo_ev": 0.038}


Quick rundown of strongest force on any atom, same order as above: 5.9, 4.8, 14.8, 3.6 eV/Å